115
Properties=species:S:1:pos:R:3:forces:R:3:mulliken_charge:R:1 method="wB97M-V/def2-TZVPD" lumo_energy_ev="-10.74 / -10.76" orbital_gap_ev="6.83 / 6.81" homo_ev="-17.566 / -17.566" multiplicity=1 total_charge=+3
V 10.758 12.740 12.234 -0.2 1.3 0.1 -0.87
C 6.992 16.595 13.374 0.0 0.4 -0.5 -1.39
C 7.160 15.113 13.798 0.2 0.4 0.3 -0.28
C 7.510 15.025 15.283 0.7 -0.2 0.0 -1.12
C 8.153 14.547 12.828 -0.4 -0.4 -0.3 0.54
C 9.515 14.914 12.785 0.1 0.0 0.6 0.11
C 10.258 14.817 11.613 0.7 -0.8 -0.2 0.26
C 11.596 15.524 11.577 0.1 0.1 -0.2 1.59
C 12.376 15.547 12.903 -0.4 0.0 0.2 -1.13
C 11.379 16.966 11.048 0.4 -0.4 -0.1 -1.73
C 9.845 13.905 10.560 0.5 0.0 0.5 -0.18
C 8.485 13.413 10.661 0.3 -0.3 -0.4 1.07
C 7.710 13.776 11.764 -0.4 0.3 0.0 -1.07
C 7.711 12.521 9.679 0.1 0.2 0.2 0.52
C 8.429 11.702 8.607 -0.3 -0.3 0.0 -1.85
C 6.640 13.403 9.014 -0.3 0.1 0.0 -1.43
C 10.769 13.465 9.409 0.1 -0.1 0.2 -0.49
C 10.461 13.928 8.139 -0.1 0.1 0.3 -0.11
C 11.027 13.384 6.997 0.5 -0.4 0.1 -1.34
C 11.860 12.286 7.101 0.0 -0.3 -0.2 -1.03
C 12.236 11.829 8.364 0.1 0.1 -0.8 -0.67
C 11.800 12.452 9.520 -0.5 0.0 0.2 0.90
P 12.857 12.178 10.997 -0.3 0.6 0.0 0.87
C 13.378 10.491 11.721 0.1 0.3 -0.1 3.41
C 13.364 10.800 13.219 0.4 0.0 0.0 -2.57
C 12.396 9.388 11.452 -0.7 -0.6 -0.4 -1.86
C 14.751 10.004 11.274 -0.4 0.0 -0.1 -2.02
C 14.448 13.194 10.581 -0.1 0.8 0.5 2.44
C 15.288 13.392 11.852 0.1 -0.6 0.4 -1.60
C 14.198 14.614 10.033 -0.9 0.0 0.1 -1.64
C 15.178 12.520 9.411 0.2 -0.6 0.4 -1.71
H 6.272 17.110 14.011 0.0 -0.2 0.1 0.48
H 6.619 16.707 12.342 0.2 -0.2 0.3 0.37
H 7.939 17.155 13.443 -0.2 -0.3 0.1 0.33
H 6.209 14.602 13.658 -0.1 -0.1 -0.2 0.51
H 8.447 15.555 15.532 -0.4 -0.1 -0.1 0.23
H 7.621 13.984 15.607 0.0 0.1 -0.1 -0.02
H 6.699 15.455 15.861 0.0 0.1 0.1 0.60
H 9.945 15.427 13.631 0.0 0.3 0.0 0.57
H 12.206 15.017 10.834 -0.2 0.0 0.1 -1.97
H 11.926 16.215 13.648 0.0 -0.2 -0.1 0.55
H 13.371 15.948 12.728 0.1 -0.1 0.0 0.69
H 12.490 14.550 13.383 0.0 0.2 -0.2 -0.23
H 10.731 17.524 11.715 0.0 0.1 0.2 0.39
H 10.915 16.953 10.054 0.2 0.1 0.2 0.40
H 12.372 17.450 11.014 -0.5 0.0 -0.2 0.44
H 6.658 13.490 11.759 0.3 -0.1 0.0 0.72
H 7.162 11.849 10.352 0.1 -0.1 -0.1 0.39
H 8.498 12.251 7.677 0.0 0.1 -0.1 0.54
H 7.847 10.794 8.391 0.1 0.3 0.1 0.38
H 9.427 11.392 8.877 0.2 -0.1 0.1 0.12
H 7.109 14.101 8.316 -0.1 0.0 0.1 0.35
H 6.047 13.963 9.749 0.1 -0.1 -0.3 0.38
H 5.948 12.769 8.449 0.2 0.1 0.1 0.48
H 9.726 14.707 8.018 -0.2 0.1 0.1 0.65
H 10.787 13.780 6.032 -0.2 0.2 -0.4 0.51
H 12.240 11.771 6.212 -0.2 0.3 0.3 0.52
H 12.927 10.999 8.394 0.1 -0.1 0.2 0.76
H 12.350 10.849 13.582 -0.5 0.0 0.2 0.60
H 13.888 11.710 13.509 0.2 0.1 0.0 0.20
H 13.837 9.968 13.735 0.1 -0.1 0.1 0.76
H 11.414 9.592 11.871 0.0 0.1 0.0 -0.08
H 12.725 8.468 11.949 0.2 0.2 -0.1 0.73
H 12.293 9.159 10.383 0.1 0.1 0.2 0.35
H 15.521 10.727 11.464 0.4 0.2 -0.2 0.47
H 14.707 9.684 10.229 0.3 0.0 0.2 0.36
H 14.991 9.144 11.889 0.0 -0.3 0.0 0.56
H 14.709 13.812 12.695 0.2 -0.2 -0.4 0.18
H 16.079 14.106 11.638 0.1 0.1 -0.1 0.50
H 15.795 12.478 12.181 -0.2 0.2 0.1 0.31
H 13.996 15.350 10.811 0.3 -0.1 -0.1 0.27
H 13.371 14.659 9.312 0.3 -0.1 -0.1 0.20
H 15.109 14.900 9.525 0.1 0.2 -0.1 0.80
H 15.414 11.462 9.518 -0.1 0.3 0.0 0.27
H 16.127 13.051 9.304 0.0 -0.1 0.0 0.59
H 14.602 12.666 8.511 0.0 0.1 -0.4 0.49
O 7.837 10.963 13.214 0.6 -0.1 -0.5 -0.42
C 8.560 10.578 12.371 0.1 1.1 0.6 -0.05
O 9.817 11.405 12.115 -0.4 -1.2 0.3 1.42
C 8.505 9.483 11.458 -0.9 -1.4 -0.6 0.71
C 7.392 8.656 11.581 -0.6 -1.2 -0.5 -0.71
C 7.208 7.557 10.731 0.3 0.2 0.2 -0.77
C 8.118 7.220 9.715 -0.6 0.8 1.0 -0.61
C 9.178 8.100 9.608 0.4 0.0 -0.3 -0.36
C 9.389 9.192 10.447 0.7 0.0 -0.9 1.08
N 10.128 7.884 8.469 0.1 -0.3 -0.4 1.01
O 9.938 6.948 7.721 0.0 0.8 0.9 -0.58
O 11.035 8.698 8.368 -0.1 0.0 0.1 -0.55
N 6.007 6.671 10.942 0.2 0.0 0.3 1.02
O 5.884 5.766 10.150 -0.1 0.3 0.3 -0.56
O 5.308 6.919 11.906 0.3 0.0 -0.6 -0.56
H 6.668 8.854 12.342 -0.5 -0.1 0.3 0.86
H 7.990 6.371 9.055 -0.1 0.0 0.0 0.67
H 10.233 9.834 10.279 0.1 -0.1 -0.3 -0.79
C 8.959 11.067 16.820 0.1 0.3 -0.3 -1.49
C 10.407 11.337 16.401 0.0 0.3 0.5 1.15
C 11.332 10.299 16.983 -0.3 -0.5 -0.1 -1.88
O 10.515 11.230 14.887 -0.4 0.8 0.2 -0.16
B 10.490 12.522 14.546 0.0 0.2 -0.6 0.14
O 10.557 13.557 15.376 -0.1 -0.7 -0.1 -0.16
C 10.904 12.827 16.662 -0.4 -0.2 0.8 1.19
C 12.398 12.936 16.805 0.7 -0.4 0.1 -1.49
C 10.217 13.533 17.830 0.1 -0.1 -0.6 -1.79
H 8.639 10.088 16.437 0.1 0.3 0.1 0.42
H 8.259 11.839 16.467 0.2 -0.3 0.0 0.06
H 8.900 11.059 17.918 0.0 -0.1 -0.3 0.47
H 10.968 9.295 16.754 -0.1 0.1 0.0 0.47
H 11.350 10.389 18.065 0.1 0.1 0.2 0.40
H 12.333 10.358 16.591 0.4 0.2 0.0 0.37
H 12.937 12.426 15.985 -0.2 0.4 0.2 0.02
H 12.745 12.448 17.734 -0.3 0.3 -0.4 0.44
H 12.687 13.988 16.859 0.0 -0.1 -0.1 0.44
H 9.133 13.512 17.766 -0.1 -0.1 0.0 0.35
H 10.523 14.579 17.841 0.1 -0.1 0.1 0.47
H 10.533 13.054 18.756 0.0 0.1 0.1 0.43

131
Properties=species:S:1:pos:R:3:forces:R:3:mulliken_charge:R:1 method="wB97M-V/def2-TZVPD" lumo_energy_ev=-3.85 orbital_gap_ev=6.49 homo_ev=-10.336 multiplicity=1 total_charge=+1
C -1.083 -0.479 0.373 -0.1 -4.2 6.1 -0.57
C -1.299 -1.167 1.488 1.1 2.4 -5.6 -0.39
C -1.711 -2.078 2.781 -1.2 1.4 -0.7 1.80
C -1.229 -3.626 2.764 0.6 0.0 -1.0 -1.06
C 0.347 -3.794 2.341 -0.6 -0.2 0.9 -0.62
C 0.563 -4.213 0.806 -0.9 -1.4 -0.2 0.68
F 0.350 -5.664 0.751 0.4 3.4 -0.1 -0.36
F -0.377 -3.647 -0.123 2.1 -1.1 2.4 -0.29
C 2.043 -3.960 0.214 0.0 -1.6 -2.2 0.71
F 2.885 -5.086 0.523 -2.0 3.4 -0.5 -0.29
F 1.896 -3.962 -1.244 0.6 0.3 3.6 -0.28
C 2.730 -2.568 0.645 1.2 0.1 2.1 0.31
F 1.821 -1.470 0.799 2.2 -3.0 -0.7 0.05
F 3.323 -2.808 1.962 -1.8 0.5 -3.2 -0.34
C 3.997 -2.131 -0.301 2.0 0.2 1.2 0.27
F 4.665 -3.241 -0.910 -2.2 3.0 1.4 -0.29
F 4.966 -1.544 0.625 -2.5 -1.6 -2.7 -0.13
C 3.628 -0.928 -1.338 0.3 1.1 0.1 0.39
F 3.667 0.296 -0.536 -0.8 -3.1 -2.2 -0.31
F 2.367 -1.101 -2.002 3.1 0.6 2.1 -0.29
C 4.754 -0.726 -2.486 1.7 -1.5 -0.8 0.66
F 6.106 -1.001 -2.009 -3.9 0.7 -1.0 -0.27
F 4.468 -1.677 -3.522 0.7 2.5 2.5 -0.26
C 4.807 0.750 -3.135 2.4 1.1 -1.2 0.53
F 5.682 0.644 -4.300 -2.5 0.1 3.1 -0.28
F 5.446 1.741 -2.287 -2.2 -3.0 -2.1 -0.23
C 3.402 1.316 -3.690 -1.4 2.7 -2.3 0.64
F 3.740 2.404 -4.600 -1.0 -3.1 2.7 -0.25
F 2.671 0.370 -4.506 2.1 2.7 3.1 -0.22
F 2.577 1.927 -2.671 2.3 -2.4 -2.9 -0.19
C -3.345 -1.855 2.766 -0.5 0.4 0.0 0.07
C -4.440 -2.913 2.242 -0.3 0.2 -0.2 -1.45
C -5.084 -2.559 0.809 -2.2 0.4 -3.6 0.38
C -6.295 -3.501 0.338 0.6 2.1 -2.4 -0.63
C -7.013 -3.323 -1.066 3.3 2.6 1.3 -0.55
C -6.506 -2.163 -2.021 1.7 -0.2 3.6 -0.62
C -5.336 -1.196 -1.556 -0.8 -2.2 1.8 0.13
C -4.767 0.019 -2.488 -0.6 -1.3 1.5 -0.76
C -4.639 -1.395 -0.151 -2.8 -2.7 -0.5 0.55
N -3.608 -0.639 3.262 2.0 -2.4 -1.2 0.59
N -4.795 0.063 3.437 -1.0 -0.1 -2.4 -0.94
C -4.740 1.187 2.397 -0.6 2.2 -1.3 -0.11
C -4.505 2.649 3.044 0.3 0.1 -0.3 -0.46
C -4.296 3.835 1.958 0.4 0.8 0.5 -0.56
C -2.792 3.961 1.382 -0.2 0.6 -1.0 -0.66
C -2.370 0.082 3.709 0.1 0.1 3.3 -0.66
C -1.430 -1.172 4.090 0.5 0.7 -0.7 0.37
B 0.074 -0.616 4.408 2.4 0.1 0.5 -0.03
O 0.528 -0.714 5.810 -1.8 1.8 -2.2 -0.65
O 0.988 -0.065 3.429 -2.6 -0.1 1.6 0.05
C 0.895 1.411 3.449 1.3 0.5 -0.4 -0.43
C 0.660 1.971 1.955 -0.3 -0.1 0.4 0.27
H -0.523 -0.026 -0.531 -1.5 -0.9 2.0 0.45
H -1.825 -4.208 1.964 0.7 1.0 1.5 0.32
H -1.350 -4.129 3.801 -0.1 1.1 -1.7 0.36
H 0.742 -4.675 2.988 -0.5 1.5 -1.4 0.53
H 0.919 -2.859 2.684 -0.7 -1.4 -1.0 0.10
H -5.325 -2.982 2.995 1.6 0.3 -1.1 0.52
H -3.986 -3.987 2.178 -0.6 2.2 0.2 0.51
H -6.704 -4.360 1.003 1.0 1.7 -1.1 0.29
H -7.883 -4.026 -1.388 1.8 1.5 0.7 0.30
H -7.000 -1.986 -3.040 0.9 -0.3 1.8 0.30
H -3.673 -0.243 -2.748 -1.9 0.6 0.1 0.23
H -4.781 0.966 -1.809 0.0 -1.5 -1.5 0.22
H -5.462 0.101 -3.398 1.4 0.1 1.3 0.33
H -3.797 -0.690 0.182 -1.4 -1.3 -0.7 -0.02
H -5.567 -0.546 3.071 0.9 0.4 0.7 0.35
H -3.949 0.975 1.567 -1.3 0.3 1.6 -0.06
H -5.762 1.245 1.833 1.8 -0.4 1.1 0.51
H -5.423 2.934 3.680 1.6 -0.7 -0.8 0.36
H -3.532 2.632 3.686 -1.9 0.1 -0.9 0.03
H -5.032 3.805 1.072 1.0 -0.2 1.4 0.27
H -4.518 4.836 2.517 0.3 -1.9 -0.9 0.34
H -2.563 5.083 1.149 -0.5 -2.0 0.4 0.37
H -2.722 3.429 0.344 0.2 0.7 2.0 0.16
H -1.964 3.617 2.105 -1.4 0.3 -1.1 0.08
H -1.956 0.962 3.098 -0.7 -1.9 0.1 -0.18
H -2.680 0.587 4.696 0.3 -0.7 -1.4 0.53
H -1.763 -1.650 5.092 0.0 0.6 -2.0 0.18
H 0.219 0.134 6.240 0.7 -1.4 -0.2 0.31
H 1.937 1.784 3.819 -2.0 -0.5 -0.5 0.37
H 0.090 1.726 4.214 1.1 -0.1 -1.2 0.29
H -0.457 1.938 1.640 1.9 -0.2 0.5 -0.41
H 0.971 3.079 1.919 -0.3 -1.8 0.0 0.44
H 1.297 1.327 1.223 -1.1 1.3 1.4 -0.40
C 6.129 1.848 6.982 0.0 -0.1 -0.5 -0.78
O 6.741 1.854 5.700 0.0 -0.4 0.5 -0.24
C 8.137 1.573 5.735 -0.2 -0.1 -0.4 -0.52
C 8.534 0.622 4.606 0.2 0.0 0.1 -0.26
O 8.069 -0.721 4.753 -0.3 0.2 -0.1 -0.49
C 6.660 -0.941 4.627 0.1 0.0 -0.1 -0.43
C 6.096 -0.700 3.226 -0.1 0.3 0.5 -0.02
O 6.074 0.690 2.918 0.3 -0.2 -0.2 -0.28
C 6.441 0.983 1.581 -0.1 0.2 0.2 -0.43
H 6.306 2.797 7.485 0.0 0.1 0.3 0.30
H 5.055 1.709 6.837 0.1 0.1 0.0 0.16
H 6.494 1.014 7.593 0.0 0.1 0.0 0.40
H 8.434 1.134 6.697 -0.1 0.0 -0.1 0.35
H 8.664 2.524 5.608 0.3 -0.1 0.0 0.39
H 9.627 0.551 4.608 -0.1 -0.1 0.1 0.43
H 8.265 1.021 3.628 -0.2 0.1 0.1 0.02
H 6.114 -0.374 5.381 -0.1 0.2 -0.2 0.12
H 6.508 -1.995 4.871 0.1 0.0 -0.1 0.43
H 5.060 -1.058 3.190 0.1 -0.3 0.1 -0.03
H 6.688 -1.262 2.499 0.1 0.0 0.0 0.37
H 7.302 0.386 1.260 -0.1 0.0 0.0 0.46
H 6.728 2.036 1.532 -0.1 0.0 0.1 0.34
H 5.593 0.814 0.913 0.1 0.0 -0.2 -0.26
C -0.480 0.764 -8.908 -0.4 0.2 0.0 -0.73
O -1.898 0.752 -8.813 0.4 -0.1 0.5 -0.29
C -2.407 -0.335 -8.048 -0.2 0.4 -0.1 -0.57
C -3.538 0.125 -7.128 0.0 -0.2 0.0 -0.30
O -3.133 0.951 -6.034 0.0 0.2 -0.2 -0.42
C -2.668 2.268 -6.352 -0.1 0.0 0.0 -0.27
C -3.736 3.208 -6.913 0.5 -0.2 -0.4 -0.58
O -4.096 2.837 -8.238 -0.3 -0.2 0.4 -0.28
C -5.484 2.952 -8.502 0.3 0.0 -0.2 -0.81
H -0.151 0.069 -9.678 0.2 -0.1 0.0 0.32
H -0.173 1.777 -9.179 -0.1 -0.1 -0.1 0.24
H -0.014 0.519 -7.945 0.0 -0.1 -0.1 0.30
H -1.619 -0.804 -7.444 0.0 0.1 -0.1 0.33
H -2.794 -1.077 -8.754 -0.1 -0.2 0.2 0.39
H -3.971 -0.770 -6.669 0.2 0.0 0.1 0.42
H -4.349 0.592 -7.688 0.2 0.1 -0.2 0.10
H -1.796 2.221 -7.003 -0.2 0.0 -0.2 0.07
H -2.317 2.688 -5.406 -0.2 0.0 0.1 0.42
H -3.331 4.226 -6.958 0.0 0.0 0.3 0.41
H -4.604 3.205 -6.247 -0.1 0.0 0.0 0.33
H -6.085 2.574 -7.667 0.0 0.1 0.0 0.36
H -5.712 2.343 -9.379 0.1 0.1 0.0 0.24
H -5.741 3.993 -8.714 -0.2 0.0 0.1 0.31